7
Properties=species:S:1:pos:R:3:forces:R:3 method="wB97M-V/def2-TZVPD" orbital_gap_ev=8.321 homo_energy_ev=-9.45 charge=0 relative_energy_kj_mol=270.30 energy_ha=-1287.21836 largest_force_ev_per_a=1.58 lumo_ev=-1.131
C 0.19166 1.13235 1.83257 -1.2 0.9 -0.5
C -0.41491 0.51169 0.97764 0.4 -1.3 0.0
Si -0.49820 -1.17098 0.12770 1.3 0.9 -0.4
Cl 1.58918 -0.18283 -3.65295 -0.2 -0.1 0.6
Cl -2.30469 -1.85444 0.66229 -1.2 -0.3 0.4
H 0.26427 1.96531 2.49173 0.7 -0.1 0.4
H 1.17269 -0.40110 -2.43898 0.2 0.1 -0.6